No. 1
{
  "formula": "C3H4BrIO2",
  "method": "ωB97M-V with the def2-TZVPD basis set",
  "elements": ["C", "C", "C", "O", "O", "Br", "I", "H", "H", "H", "H"],
  "positions_angstrom": [[-0.91452, -0.96642, 0.14433], [0.79564, 0.41579, -0.31059], [-3.06194, -0.61219, 0.97493], [-0.47707, -2.02954, -0.09275], [-0.63655, 0.23664, 0.01204], [-3.09273, 1.19280, 1.48464], [-4.33660, -1.34068, -0.59707], [0.70858, 0.64989, -1.47766], [1.43418, -0.45249, -0.25766], [0.97548, 1.35453, 0.25501], [-3.09996, -1.35234, 1.81876]],
  "forces_ev_per_angstrom": [[-5.410, -1.809, 1.537], [-1.197, 2.844, -3.554], [2.810, -2.308, -0.815], [0.473, 0.021, 0.044], [2.215, 0.969, 0.051], [-0.385, -0.007, 0.047], [0.299, 0.487, 0.591], [0.673, -0.167, 2.486], [-0.143, -0.160, 0.886], [0.800, -0.990, -0.470], [-0.135, 1.120, -0.803]],
  "spin_multiplicity": 1,
  "de_lowest_kj_mol": 331.18,
  "e_lumo_ev": 0.05,
  "molar_mass_g_mol": 278.87,
  "total_energy_ev": -85410.4239
}

***

No. 2
{
  "formula": "C24H66F8O17",
  "method": "ωB97M-V with the def2-TZVPD basis set",
  "elements": ["C", "C", "C", "O", "C", "O", "O", "C", "C", "O", "C", "C", "F", "F", "C", "F", "F", "C", "F", "F", "C", "F", "F", "H", "H", "H", "H", "H", "H", "H", "H", "H", "H", "H", "H", "H", "H", "C", "O", "H", "H", "H", "H", "C", "O", "H", "H", "H", "H", "C", "O", "H", "H", "H", "H", "C", "O", "H", "H", "H", "H", "C", "O", "H", "H", "H", "H", "C", "O", "H", "H", "H", "H", "C", "O", "H", "H", "H", "H", "C", "O", "H", "H", "H", "H", "C", "O", "H", "H", "H", "H", "C", "O", "H", "H", "H", "H", "C", "O", "H", "H", "H", "H", "C", "O", "H", "H", "H", "H", "C", "O", "H", "H", "H", "H"],
  "positions_angstrom": [[2.25855, -3.85481, 0.30675], [3.05512, -2.86983, -0.67792], [2.04332, -1.91844, -1.51943], [1.08883, -1.37094, -0.55783], [1.59314, -0.13385, -0.04424], [2.49023, -0.08368, 0.82866], [0.96088, 1.03276, -0.58967], [0.03076, 1.55119, 0.40556], [-1.42928, 0.84372, 0.33418], [-1.42086, -0.46655, 0.95405], [-2.71789, -0.77546, 1.55312], [-3.04187, -2.33515, 1.40228], [-4.00367, -2.64103, 2.43962], [-1.87538, -3.05966, 1.73347], [-3.73729, -2.77489, 0.02750], [-4.50937, -3.92669, 0.28707], [-4.68001, -1.73366, -0.29671], [-2.76843, -2.89134, -1.23594], [-1.63676, -3.70684, -1.04380], [-2.38332, -1.56391, -1.61923], [-3.52802, -3.49090, -2.54290], [-3.94177, -4.83867, -2.34607], [-2.53970, -3.55131, -3.59106], [1.39461, -4.38141, -0.23384], [3.00424, -4.64566, 0.69708], [1.82481, -3.33318, 1.22532], [3.64113, -3.47843, -1.44276], [3.77453, -2.17962, -0.11387], [1.55897, -2.58617, -2.31469], [2.60768, -1.10175, -2.10752], [-0.16287, 2.65957, 0.16563], [0.48066, 1.47568, 1.45726], [-1.73117, 0.79192, -0.77090], [-2.14946, 1.54093, 0.88358], [-3.55055, -0.07356, 1.22421], [-2.57248, -0.58270, 2.69640], [-4.34826, -2.80817, -2.93215], [3.24623, -6.63326, -2.21079], [4.21906, -5.86756, -1.51488], [2.25383, -6.30888, -1.89689], [3.35374, -6.47694, -3.28733], [3.37146, -7.69324, -1.97398], [5.08636, -6.17265, -1.80926], [4.90215, 2.20202, -0.87184], [4.91498, 1.52050, 0.37267], [5.82326, 2.77786, -0.96731], [4.84292, 1.47803, -1.68924], [4.04624, 2.88095, -0.91280], [4.08917, 1.01918, 0.43137], [0.27023, 4.58396, 3.41444], [-0.25418, 3.62621, 2.50550], [0.82883, 5.33408, 2.85479], [-0.54884, 5.06887, 3.95088], [0.93869, 4.08908, 4.12251], [-0.74229, 2.97603, 3.02664], [3.32645, 1.89994, 4.77054], [2.03078, 1.32308, 4.85649], [3.44650, 2.61933, 5.58183], [4.08425, 1.11874, 4.86585], [3.43695, 2.41348, 3.81228], [1.95104, 0.69213, 4.12935], [0.78768, 2.15734, -4.36891], [1.95415, 2.06395, -3.56643], [0.91656, 2.96192, -5.09161], [0.63230, 1.21548, -4.90166], [-0.07651, 2.37541, -3.73478], [1.80734, 1.34283, -2.93839], [-4.80800, 0.24608, 4.84170], [-3.84012, -0.57194, 4.19905], [-4.48919, 1.28660, 4.77585], [-5.77507, 0.13235, 4.34528], [-4.89324, -0.03942, 5.89304], [-4.14728, -1.48463, 4.27221], [-0.94904, 4.99240, -6.25253], [-0.67451, 3.70968, -6.79286], [-0.90962, 4.93088, -5.16559], [-0.20075, 5.70886, -6.60120], [-1.94710, 5.31420, -6.56185], [-0.71497, 3.79432, -7.75339], [-3.16849, 3.37137, -3.91650], [-3.14219, 2.69417, -2.66734], [-2.25356, 3.95155, -4.02095], [-3.22894, 2.64260, -4.72872], [-4.02930, 4.04438, -3.95247], [-3.96186, 2.18871, -2.59995], [-5.41664, -1.27068, -5.76892], [-4.44937, -0.47936, -5.09579], [-6.41227, -0.95153, -5.46087], [-5.31259, -1.13766, -6.84866], [-5.27612, -2.32255, -5.50638], [-3.58005, -0.78442, -5.38739], [2.75466, 5.18470, 7.70429], [2.09136, 5.16628, 6.44823], [2.71433, 6.19574, 8.10989], [2.25734, 4.49882, 8.39490], [3.79923, 4.88942, 7.57306], [2.14230, 4.26220, 6.11355], [4.76963, -5.93800, 2.86237], [4.10660, -5.95219, 1.60641], [4.72674, -4.92821, 3.27089], [4.27298, -6.62728, 3.55015], [5.81467, -6.23053, 2.73157], [4.15815, -6.85397, 1.26612], [1.50114, 1.29778, 9.37456], [1.32919, 2.47986, 10.14387], [2.02702, 1.55066, 8.45369], [2.09140, 0.57196, 9.93980], [0.52508, 0.87269, 9.12746], [0.86270, 2.22960, 10.95063], [-2.61841, -0.19916, -8.70049], [-2.79774, 0.99040, -7.94875], [-2.10228, 0.04406, -9.62920], [-2.01555, -0.90682, -8.12481], [-3.59347, -0.63699, -8.93144], [-3.25522, 0.74767, -7.13276]],
  "forces_ev_per_angstrom": [[0.661, -0.195, 0.057], [-0.558, 0.606, -0.517], [1.939, -1.592, -0.023], [1.075, 3.127, -0.331], [1.084, -0.637, 1.351], [-3.370, -0.016, -3.321], [0.633, -2.603, 1.703], [-1.764, 0.683, 0.631], [0.967, 0.895, -0.383], [-1.501, 0.671, -0.427], [1.166, 0.164, 1.612], [0.240, 0.764, 1.781], [1.618, 0.281, -2.133], [-2.458, 1.040, -1.094], [-1.132, 0.269, 0.970], [1.809, 2.042, -1.089], [1.820, -2.153, 0.468], [0.452, -0.345, -1.820], [-2.327, 2.021, 0.120], [-0.603, -2.959, 1.080], [1.268, -0.909, -1.016], [0.681, 3.002, -0.168], [-1.832, 0.210, 2.092], [1.197, 0.756, 0.656], [-1.461, 1.396, -0.838], [0.542, -0.448, -1.406], [-0.655, 0.736, 1.100], [-0.979, -1.165, -0.648], [-0.069, 1.172, 1.419], [-0.860, -1.027, 1.060], [0.573, -1.793, 0.286], [-0.620, 0.096, -1.621], [0.319, -0.012, 1.501], [0.935, -0.818, -0.665], [0.960, -1.282, 0.049], [-0.533, -0.693, -2.206], [0.802, -1.119, 0.730], [0.265, -0.009, -0.061], [0.169, -0.078, 0.003], [0.142, 0.045, 0.048], [-0.199, -0.142, -0.052], [-0.202, -0.071, -0.133], [-0.151, 0.153, 0.114], [-0.233, -0.186, 0.219], [0.060, -0.042, 0.063], [-0.052, -0.080, 0.057], [0.013, 0.182, -0.202], [0.054, 0.070, -0.251], [0.154, 0.090, 0.191], [-0.107, -0.119, 0.207], [-0.179, -0.152, -0.094], [-0.081, -0.138, -0.034], [0.177, 0.143, 0.116], [0.024, 0.186, 0.061], [0.130, 0.136, -0.098], [-0.083, -0.207, -0.335], [-0.243, -0.054, 0.037], [-0.042, -0.104, -0.002], [0.177, 0.195, 0.006], [0.243, 0.066, 0.073], [-0.028, 0.130, 0.159], [0.034, -0.105, 0.213], [0.238, -0.193, 0.191], [0.063, -0.138, 0.084], [-0.221, 0.105, -0.157], [-0.181, -0.017, -0.169], [0.044, 0.350, -0.048], [-0.014, -0.222, 0.058], [-0.274, 0.045, 0.511], [0.038, -0.122, -0.026], [-0.086, 0.151, 0.122], [-0.143, 0.193, 0.034], [0.198, 0.152, -0.151], [0.036, -0.030, -0.356], [0.030, -0.048, -0.088], [0.097, -0.023, -0.142], [-0.091, 0.184, 0.151], [-0.003, 0.209, 0.158], [-0.028, -0.205, 0.208], [-0.249, -0.224, 0.067], [-0.026, -0.108, 0.222], [-0.105, -0.147, 0.152], [0.043, 0.187, -0.170], [0.064, 0.092, -0.202], [0.225, 0.055, 0.011], [0.179, -0.111, -0.105], [0.298, 0.195, 0.037], [0.151, 0.050, 0.025], [-0.217, -0.165, -0.045], [-0.192, -0.076, -0.158], [-0.113, 0.045, 0.260], [-0.045, -0.318, -0.066], [-0.078, -0.008, -0.221], [-0.038, -0.066, -0.135], [0.142, 0.077, 0.190], [0.068, 0.064, 0.220], [-0.105, 0.216, 0.026], [-0.041, -0.241, -0.130], [0.241, -0.381, 0.220], [-0.048, -0.066, -0.126], [0.139, 0.072, 0.189], [0.052, 0.055, 0.224], [-0.051, 0.277, -0.110], [-0.131, -0.023, 0.237], [-0.027, 0.128, 0.117], [-0.065, 0.051, 0.102], [0.015, -0.142, -0.185], [0.110, -0.156, -0.154], [0.111, 0.159, -0.163], [-0.168, 0.037, 0.337], [-0.065, 0.093, 0.097], [-0.047, 0.045, 0.122], [0.033, -0.191, -0.219], [0.102, -0.201, -0.174], [0.071, 0.258, -0.139]],
  "spin_multiplicity": 1,
  "e_lumo_ev": 0.32,
  "molar_mass_g_mol": 778.76,
  "total_energy_ev": -82495.4552
}

***

No. 3
{
  "formula": "C14H22AgF2O2Si",
  "method": "ωB97M-V with the def2-TZVPD basis set",
  "elements": ["Ag", "C", "Si", "C", "C", "O", "H", "H", "H", "H", "H", "H", "H", "H", "H", "F", "C", "F", "H", "C", "C", "C", "C", "C", "C", "C", "O", "C", "C", "C", "H", "H", "H", "H", "H", "H", "H", "H", "H", "H", "H", "H"],
  "positions_angstrom": [[-1.03962, -3.14243, -0.63826], [-2.69710, 1.40362, 0.45680], [-2.54729, -0.19221, -0.53529], [-4.30123, -0.66919, -1.02494], [-1.65214, 0.28883, -2.12917], [-1.78150, -1.33742, 0.27607], [-3.17015, 2.20585, -0.12707], [-1.70206, 1.74883, 0.77274], [-3.29614, 1.24130, 1.36280], [-4.86088, 0.16417, -1.47317], [-4.84901, -1.01154, -0.13614], [-4.28751, -1.50117, -1.74137], [-2.23518, 0.97024, -2.76826], [-1.41249, -0.60928, -2.71524], [-0.70174, 0.78904, -1.88185], [0.12850, -5.85198, -0.52303], [-0.54825, -5.06289, -1.50150], [0.40225, -4.94805, -2.55301], [-1.27483, -5.75925, -1.90902], [2.59758, 3.36407, 2.73439], [2.19813, 2.21759, 1.84122], [1.72000, 1.03031, 2.36613], [1.39528, -0.06190, 1.56319], [0.87380, -1.30820, 2.22382], [1.56723, 0.05683, 0.17011], [1.38642, -1.09160, -0.75581], [1.17711, -2.23464, -0.45140], [1.98843, 1.28288, -0.38433], [2.11143, 1.50188, -1.87806], [2.30663, 2.33491, 0.45902], [2.42259, 3.12804, 3.78505], [2.03644, 4.26817, 2.48769], [3.65863, 3.59449, 2.60960], [1.59137, 0.93949, 3.43933], [0.64707, -1.10196, 3.27439], [1.60691, -2.11848, 2.17053], [-0.03508, -1.65027, 1.72652], [1.49478, -0.85367, -1.83008], [1.17515, 1.28834, -2.39361], [2.88496, 0.87052, -2.32231], [2.37775, 2.54031, -2.07746], [2.64376, 3.27641, 0.03100]],
  "forces_ev_per_angstrom": [[-0.860, -0.586, -0.193], [0.039, 0.178, 0.202], [0.171, -0.211, 0.130], [-0.267, -0.135, -0.042], [0.207, 0.111, -0.227], [0.093, 0.050, -0.221], [0.069, -0.114, 0.090], [-0.157, -0.039, -0.048], [0.086, 0.043, -0.120], [0.100, -0.125, 0.056], [0.060, 0.061, -0.149], [-0.017, 0.118, 0.097], [0.116, -0.128, 0.151], [-0.040, 0.129, 0.062], [-0.290, -0.116, -0.051], [-0.104, 0.072, -0.296], [0.556, 0.508, 0.406], [-0.170, -0.079, 0.202], [-0.284, -0.125, -0.098], [-0.032, -0.033, -0.031], [0.030, 0.104, -0.028], [-0.048, -0.071, -0.024], [0.012, -0.087, -0.062], [0.026, -0.030, -0.015], [0.028, -0.005, -0.003], [0.073, 0.681, -0.249], [0.583, -0.314, 0.503], [0.028, -0.043, -0.064], [0.115, -0.033, 0.078], [-0.016, 0.104, 0.019], [-0.002, 0.009, -0.054], [0.005, -0.020, 0.013], [-0.028, 0.002, 0.020], [0.005, -0.014, 0.005], [0.074, -0.014, -0.102], [-0.080, 0.051, -0.028], [-0.017, 0.048, -0.023], [-0.055, 0.103, 0.069], [0.063, 0.020, -0.027], [-0.041, 0.024, 0.018], [-0.013, -0.017, 0.021], [-0.018, -0.075, 0.013]],
  "spin_multiplicity": 1,
  "e_lumo_ev": 2.68,
  "charge": -1,
  "molar_mass_g_mol": 396.28,
  "total_energy_ev": -36284.6314
}